# 1
Density functional theory data (the ωB97M-V functional and the def2-TZVPD basis) for C42H48BrF4N4O4RhSSi as an isolated structure.

Geometry as XYZ:
```
106
Properties=species:S:1:pos:R:3:forces:R:3
Rh 13.64641 13.74082 8.46717 1.2141 0.5549 -0.3144
Br 13.48331 16.20002 8.93244 0.0768 -0.2419 -0.1084
S 16.43667 10.77160 6.63442 0.2604 1.0480 0.3138
Si 11.38580 17.50615 8.49000 0.4511 0.7156 0.2481
F 20.93411 12.03420 7.47932 0.3993 0.1277 0.4958
F 19.02423 13.83030 7.45746 0.1414 -0.1252 0.4646
F 19.18927 8.22263 5.87645 0.1630 0.6011 0.1141
F 16.79581 8.57174 5.69398 0.3557 -0.5365 0.0481
O 11.01018 10.77380 7.98329 1.6739 1.6339 2.0311
O 12.38533 12.53491 7.72393 -0.7461 -0.9974 1.3321
O 13.38890 12.40205 10.16609 -0.8625 -0.2500 -0.6911
O 15.54323 12.94840 7.92688 -0.7247 -0.0346 -0.8084
N 16.63195 15.82677 7.43932 0.1430 -0.7478 -0.6332
N 20.96618 10.55165 10.52950 -0.2831 -0.5173 -1.0171
N 14.90912 13.31625 4.57240 -1.0106 0.0512 -1.4217
N 19.77463 6.96322 8.77444 0.0722 -0.1180 -0.1361
C 13.01907 19.35025 10.09100 0.1914 0.5455 -0.0053
C 11.72679 18.11408 6.72648 -0.3109 -0.1967 0.0991
C 18.22577 12.57567 5.34243 0.4877 -0.2111 -0.4889
C 15.72418 13.93698 11.55267 0.6303 0.7381 -1.0643
C 17.45391 9.60122 6.08857 -1.4934 0.6810 -0.2767
C 10.60017 19.89223 9.68018 -0.8500 -0.6932 1.5679
C 10.47078 18.84098 6.24620 0.4446 0.8731 -0.5597
C 16.46866 13.03908 10.80797 0.2874 -0.9088 0.2328
C 19.48966 10.18420 7.30529 0.7173 -0.3370 -0.6180
C 21.75073 12.11380 4.29384 0.6380 1.4488 0.9022
C 10.23803 15.11615 9.69797 0.5151 0.4859 -0.6090
C 16.27091 13.36217 6.76691 -0.4419 -0.1826 2.3402
C 16.63537 14.73380 7.06824 0.2959 2.0553 0.4669
C 17.54174 13.43381 10.01227 0.7715 -1.2759 -0.7215
C 20.94598 9.83558 4.70394 1.8885 1.8285 -0.9771
C 15.98001 15.30222 11.33681 0.9908 -2.1885 -0.6417
C 11.18038 11.86276 10.95542 0.3745 -1.0143 0.1176
C 15.47516 13.42693 5.54950 0.5025 -0.6847 0.6675
C 18.33667 12.32726 9.26260 -0.8889 0.4668 -1.1035
C 9.57375 15.64557 7.40031 0.3599 -1.7845 0.1710
C 20.59340 10.09381 9.53478 -0.0765 0.3529 -0.1469
C 9.97691 16.29265 8.72907 -1.1509 -0.1803 0.1369
C 17.88541 14.76380 9.94002 -0.4499 -0.4081 0.2000
C 17.45257 12.37424 6.64442 0.1607 0.0477 -0.3923
C 11.36966 18.03345 11.25115 0.5935 -0.3940 0.7373
C 11.97904 16.99015 5.72202 1.7769 0.7250 -0.0281
C 20.65470 12.66956 4.87055 2.4285 -2.1718 -1.2849
C 19.90987 8.06595 8.48830 -0.3979 -0.1600 -0.0100
C 8.74461 17.10605 9.22810 -1.7811 -0.5564 -1.1754
C 19.72699 11.64422 7.02712 -0.5988 0.4794 0.6506
C 11.79731 11.51468 8.54225 -1.4614 -0.3975 -4.6839
C 21.97283 10.68690 4.36275 -3.9478 -1.1381 0.8392
C 17.05319 15.66994 10.53142 -1.3053 2.3797 0.5404
C 19.98634 9.48791 8.33126 0.3854 0.3073 1.1174
C 11.62128 18.75845 9.93716 -0.3668 -0.5909 -0.5419
C 19.56840 10.40768 4.90977 -0.5395 -0.8618 -0.9662
C 12.28968 11.42404 9.92402 0.3006 -0.3273 2.1459
C 18.59667 12.53109 7.70765 -0.1122 -0.2888 0.2796
C 18.91394 9.57494 6.02277 1.0315 -1.4083 0.7177
C 19.61449 11.83311 5.45162 -2.4256 -0.2608 0.8471
C 12.77316 9.95786 10.10281 0.5586 -0.2414 0.3355
C 12.89200 19.10370 6.63058 -0.3942 -0.2265 1.1724
H 9.55167 19.51850 9.52404 1.0112 0.4298 0.2924
H 10.88586 20.41691 8.81559 0.3080 0.9880 -1.0988
H 8.38411 17.87556 8.49092 0.7256 -0.4277 0.6280
H 17.15103 16.75762 10.30096 0.2871 -1.0040 0.3841
H 16.30928 11.95551 10.88481 -0.1045 0.2870 0.1205
H 10.60930 20.59162 10.55888 -0.0872 -0.5470 -0.7554
H 13.51364 9.51952 9.36589 -0.6395 1.1378 0.6659
H 9.03183 16.29603 6.69252 0.5706 -0.4733 0.2024
H 10.97691 12.94861 10.91518 0.3189 -0.6114 -0.0818
H 18.95216 10.25009 3.97230 0.6468 0.4993 0.7299
H 22.86653 10.24655 4.09880 1.9599 -0.5777 -0.4785
H 10.31348 17.75047 11.44433 0.9036 0.0391 -0.0023
H 21.12457 8.77913 4.64664 -0.2386 -0.2891 0.1349
H 18.48632 13.63884 5.24394 -0.4090 -0.1758 0.2206
H 17.62703 12.34698 4.46346 0.1222 -0.3152 -0.1225
H 9.66094 18.19650 5.96403 -0.3682 -0.2955 -0.1434
H 20.57977 13.68217 5.02714 -0.1265 2.2726 0.0917
H 12.99679 16.61152 5.87705 -0.1120 -0.2935 0.0533
H 10.79993 19.42672 5.37765 -0.2822 -0.3726 -0.2639
H 11.59716 11.59277 11.97150 -0.7522 0.3177 -1.0434
H 14.21584 12.00069 10.44695 0.2999 -0.4120 0.0274
H 11.28787 16.19304 5.73453 -0.6744 -0.6346 -0.1135
H 17.82475 11.36894 9.41490 -0.0964 0.1336 -0.2503
H 19.29091 12.16901 9.71207 0.8119 0.3002 0.3117
H 10.45204 15.08577 7.00793 -0.4002 0.8424 -0.4156
H 11.77002 18.65694 12.08298 -0.6860 -0.1598 -0.3847
H 15.32908 15.96333 11.79326 -0.8821 1.6417 0.7688
H 12.97294 19.44488 5.62455 0.2928 0.0948 -0.9067
H 8.85388 17.54860 10.19768 0.0945 0.2679 0.3617
H 7.81672 16.44460 9.28255 1.3013 0.3646 0.0381
H 10.57484 15.43728 10.67515 0.2354 -0.0945 0.1899
H 22.63732 12.72657 3.97391 -1.3288 -0.4256 0.1469
H 14.94757 13.61493 12.21016 -0.3808 -0.1475 0.3672
H 11.92427 9.30200 10.01830 -0.6064 -0.0641 -0.1865
H 10.11233 19.62459 6.88225 -0.3508 0.2570 0.8136
H 13.11854 9.77877 11.13057 0.2044 0.3068 -0.2450
H 10.22766 11.31850 10.73560 0.8600 0.3317 0.3423
H 18.70288 15.14124 9.39124 0.8065 0.0486 -0.6018
H 13.78672 18.64492 10.46950 -0.5371 0.3419 -0.1357
H 12.08175 17.17324 11.25947 -0.8903 0.1002 0.2711
H 9.34081 14.53788 9.80321 -0.7848 -0.1039 0.1891
H 12.02667 17.42704 4.72389 -0.2539 0.0384 -0.1145
H 10.93004 14.40414 9.22699 0.2664 0.2640 0.2174
H 13.39956 19.82878 9.19310 0.0742 -0.0642 -0.0932
H 12.74207 19.98214 7.23777 -0.3225 0.4097 0.1822
H 12.86571 20.16186 10.81864 0.4807 -0.2201 0.0179
H 13.81468 18.68444 6.99270 0.5807 -0.3420 -0.1750
H 8.97812 14.73784 7.63803 -0.5098 0.8473 -0.0639
```
Forces are in eV/Å.

Calculated values
LUMO energy (alpha / beta) (Ha): -0.2834 / -0.3302
<S²>: 6.0108
Orbital gap (alpha / beta) (eV): 5.94 / 4.67
HOMO level (alpha / beta) (eV): -13.656 / -13.657
Net charge: +2
Multiplicity: 5


# 2
Density functional theory data (the ωB97M-V functional and the def2-TZVPD basis) for C42H49BF3N7O2P3RhS2 as an isolated structure.

Geometry as XYZ:
```
110
Properties=species:S:1:pos:R:3:forces:R:3
Rh -0.36858 0.14198 0.38354 0.0071 -0.1469 0.0960
S -2.48766 -1.00034 0.17201 0.0002 0.1052 -0.2255
S 0.62361 -1.73169 1.46264 0.0098 -0.0545 -0.0097
P 1.47139 1.42197 1.18965 0.0484 0.1043 -0.0102
P 0.49258 -0.34348 -1.78009 -0.0517 0.0475 0.0298
P -1.37491 0.71370 2.46453 0.0161 0.0276 0.0690
F -3.39561 3.11027 -1.71856 -0.0068 -0.0033 -0.0016
F -1.45690 3.77535 -2.42768 -0.0160 0.0076 0.0008
F -2.53035 4.93490 -0.94205 0.0111 0.0059 -0.0086
O -1.24295 3.37183 0.82447 -0.0424 -0.0085 0.0144
O -1.32360 1.68349 -0.66229 -0.0209 -0.0104 -0.0226
N -2.15140 -3.41908 -1.08292 0.0458 0.0287 -0.0096
N 0.13761 -3.97351 -0.11023 -0.0162 -0.0210 -0.0260
N -3.21959 -1.93551 -2.27393 0.0084 0.0268 0.0026
N 0.87447 -1.86286 -4.05303 -0.0032 -0.0076 -0.0007
N 2.38344 -0.00274 -3.76168 0.0043 0.0022 0.0036
N 0.07663 0.39464 -4.43628 -0.0016 -0.0027 0.0045
N 2.22957 -3.37608 -0.02757 -0.0089 -0.0274 -0.0371
C -0.00495 -1.08191 -4.84455 -0.0024 0.0028 -0.0028
C 3.61417 -0.08205 2.26965 -0.0064 -0.0077 0.0021
C 2.52912 4.00321 1.13061 -0.0033 0.0091 0.0032
C -2.25760 3.70696 -1.32670 -0.0211 -0.0063 0.0198
C 1.66304 4.55071 -1.44866 -0.0026 0.0041 -0.0011
C -1.50481 -0.68660 3.60679 0.0671 -0.0185 0.0090
C 1.54555 0.84187 -4.53615 0.0024 0.0024 0.0025
C 2.24867 -1.39212 -4.18892 0.0018 0.0013 -0.0011
C 0.87276 -4.90819 -0.79583 0.0038 0.0333 0.0026
C 1.78023 3.05047 0.44171 -0.0240 0.0094 -0.0132
C -1.54317 2.87313 -0.23276 0.1110 0.0446 -0.0489
C -2.59468 -1.55002 3.49292 -0.0218 -0.0065 0.0022
C 3.46621 -2.72137 0.37288 -0.0160 0.0011 -0.0153
C -5.54869 2.58716 2.83909 0.0061 -0.0002 0.0029
C -2.56050 -2.14534 -1.10778 -0.0378 -0.0917 0.0395
C 2.39818 5.49673 -0.75039 0.0039 0.0007 -0.0067
C -2.54676 -4.02179 -2.25393 -0.0050 0.0008 -0.0098
C 2.18820 0.16117 -2.31832 0.0112 -0.0069 -0.0041
C -0.31266 1.95524 3.28991 0.0150 -0.0356 -0.0084
C -0.65114 -2.03754 5.41538 -0.0038 -0.0184 0.0032
C -3.51153 1.74529 3.79010 -0.0309 -0.0312 0.0087
C 1.15105 1.70996 2.97004 -0.0066 0.0092 0.0037
C -4.01213 -0.75185 -2.58700 0.0061 -0.0089 -0.0230
C -4.75785 2.32639 3.94992 0.0035 0.0069 -0.0108
C -0.53724 -0.93788 4.57916 -0.0378 0.0322 -0.0159
C 5.85017 -0.08020 1.37911 0.0044 -0.0014 -0.0059
C -3.04071 1.42856 2.51331 0.0054 -0.0187 0.0161
C 2.17726 -4.54713 -0.74538 -0.0029 -0.0108 0.0316
C 2.83070 5.21978 0.53914 -0.0047 -0.0054 0.0083
C -3.21824 -3.10932 -2.99844 -0.0168 -0.0122 0.0145
C -3.83859 1.68963 1.40565 0.0024 0.0238 -0.0140
C 0.97390 -3.03304 0.35490 0.0194 0.0325 0.0719
C 4.93806 -0.48883 2.34090 0.0006 0.0114 0.0037
C -2.69970 -2.65368 4.32297 -0.0076 0.0195 -0.0108
C 1.36229 3.33499 -0.85286 0.0082 0.0113 0.0084
C -1.72735 -2.90164 5.28136 0.0183 -0.0044 0.0054
C 3.18327 0.76782 1.24870 -0.0022 -0.0094 0.0027
C 0.45318 -1.97914 -2.65373 0.0078 -0.0136 0.0091
C -0.46310 0.60849 -3.05269 -0.0065 -0.0211 -0.0118
C 5.43550 0.76011 0.35541 0.0069 0.0021 0.0151
C -5.08881 2.26666 1.57114 -0.0042 0.0091 0.0067
C 4.11955 1.19541 0.30480 0.0010 -0.0076 -0.0344
B -1.41663 -4.14101 0.10862 0.0100 0.0055 -0.0228
H -1.81637 -3.75998 5.93375 0.0000 0.0006 0.0015
H 1.12137 -2.67975 -2.15608 -0.0014 -0.0046 0.0030
H 3.64246 -2.87414 1.43440 0.0018 -0.0048 0.0049
H 2.55119 -1.47323 -5.23391 0.0009 -0.0009 0.0003
H 0.40715 -5.77287 -1.23375 0.0046 -0.0004 -0.0039
H 0.09714 -2.21419 6.17640 0.0022 0.0029 -0.0015
H -3.72836 -3.20144 -3.94153 -0.0006 -0.0001 0.0011
H -5.11265 2.56986 4.94215 -0.0011 0.0015 -0.0008
H 3.40555 5.95363 1.08763 0.0002 -0.0002 0.0011
H 6.14497 1.11020 -0.38287 -0.0030 -0.0015 -0.0001
H 1.30436 4.77096 -2.44618 -0.0005 -0.0006 0.0026
H -3.54971 -3.31574 4.22764 -0.0020 0.0004 -0.0008
H -4.99299 -0.82312 -2.11945 -0.0052 -0.0063 -0.0107
H 2.62868 6.45034 -1.20570 0.0009 0.0001 -0.0002
H 0.30242 -0.27167 4.71736 0.0382 0.0321 -0.0045
H 3.83881 1.91402 -0.45439 -0.0094 -0.0187 -0.0246
H -0.47625 0.95194 -5.09015 0.0004 -0.0003 0.0009
H 2.92554 -0.45615 3.01283 -0.0209 0.0042 0.0085
H -6.52356 3.03891 2.96421 -0.0011 -0.0017 -0.0001
H 2.90405 -2.01905 -3.58643 0.0017 0.0005 -0.0020
H -1.73766 -3.64842 1.14526 -0.0014 0.0113 -0.0019
H 0.75450 2.61474 -1.38157 -0.0134 -0.0103 -0.0113
H -3.51603 0.13548 -2.19875 0.0030 -0.0023 0.0120
H -0.45223 1.67355 -2.83811 0.0109 0.0133 0.0128
H -0.48634 1.90663 4.36601 -0.0137 0.0053 -0.0032
H -4.13547 -0.68689 -3.66634 0.0055 0.0067 0.0014
H 3.06412 -5.03003 -1.11644 0.0002 0.0006 -0.0015
H 1.80695 0.78591 -5.59293 -0.0009 -0.0005 0.0004
H -0.54768 -2.40473 -2.61701 -0.0317 -0.0111 0.0181
H 1.58546 1.87538 -4.19278 0.0006 -0.0011 -0.0017
H 6.88278 -0.39768 1.43846 0.0001 0.0006 -0.0006
H -5.70335 2.46874 0.70376 -0.0010 0.0016 -0.0017
H -3.49743 1.43373 0.41381 -0.0300 -0.0070 0.0198
H 2.90021 3.80289 2.12751 -0.0007 -0.0005 0.0006
H 3.41165 -1.65281 0.18367 -0.0080 0.0056 -0.0043
H 1.78511 2.52152 3.32681 -0.0054 0.0083 -0.0157
H 2.35925 1.20248 -2.04833 0.0169 0.0195 0.0160
H -0.64264 2.92427 2.92419 -0.0109 0.0029 0.0034
H 2.93013 -0.43458 -1.78400 0.0074 -0.0022 0.0102
H -3.36973 -1.35565 2.76370 0.0095 -0.0029 0.0376
H 1.49783 0.80675 3.46637 0.0186 -0.0507 0.0371
H -1.50389 0.28554 -3.03202 -0.0029 0.0003 0.0012
H 4.28205 -3.16072 -0.19570 0.0019 0.0078 -0.0024
H -2.34720 -5.06097 -2.44730 0.0019 0.0003 0.0008
H 0.27436 -1.12510 -5.89744 -0.0005 -0.0008 0.0008
H -2.91574 1.52479 4.66814 0.0043 -0.0043 -0.0060
H -1.04191 -1.39229 -4.71467 -0.0008 -0.0015 -0.0015
H 5.25572 -1.12996 3.15300 0.0003 0.0013 0.0031
H -1.64859 -5.31306 -0.00381 -0.0008 -0.0017 0.0009
```
Forces are in eV/Å.

Calculated values
LUMO energy (Ha): -0.1874
Orbital gap (eV): 7.87
HOMO level (eV): -12.974
Net charge: +2